[1]
{"formula": "C3Br5O2", "method": "ωB97M-V/def2-TZVPD", "multiplicity": 1, "total_charge": -1, "homo_energy_ev": [-4.5, -4.5], "total_energy_ha": -13134.80536, "orbital_gap_ev": [7.03, 7.03], "e_lumo_ev": [2.51, 2.51], "species": ["C", "Br", "Br", "Br", "O", "O", "Br", "C", "Br", "C"], "xyz": [[1.409, 1.233, -3.987], [1.356, 1.718, 0.301], [0.315, -3.533, 2.095], [-1.141, 2.427, 1.810], [1.246, 2.145, -3.321], [1.586, 0.347, -4.692], [-1.098, -0.514, 0.748], [-0.953, -2.069, 2.632], [-2.861, -2.697, 2.754], [0.141, 0.944, 1.660]], "forces_ev_per_a": [[0.049, 0.122, -0.075], [0.476, -0.456, -0.553], [-0.847, 0.327, -0.079], [-0.695, 0.519, 0.516], [-0.289, 1.383, 1.079], [0.237, -1.489, -1.005], [0.286, -0.502, -0.082], [0.111, 0.370, 0.200], [0.756, -0.187, -0.343], [-0.084, -0.088, 0.341]], "nbo_charge": [1.021, -0.103, -0.072, -0.103, -0.492, -0.531, 0.064, -0.264, -0.080, -0.442]}



[2]
{"formula": "C2H5FIN", "method": "ωB97M-V/def2-TZVPD", "multiplicity": 1, "total_charge": 0, "homo_energy_ev": [-9.4, -8.1], "total_energy_ha": -531.29098, "orbital_gap_ev": [9.20, 7.06], "e_lumo_ev": [-0.19, -1.01], "species": ["C", "H", "N", "H", "H", "H", "I", "C", "H", "F"], "xyz": [[0.066, -0.812, 0.139], [0.183, 0.677, -1.234], [-2.436, -1.222, -0.664], [0.048, -1.461, -0.624], [1.308, 0.983, 0.161], [-0.420, 1.376, 0.288], [-3.400, 0.376, 0.043], [0.268, 0.575, -0.182], [-0.314, -1.352, 1.043], [-2.671, -2.218, 0.259]], "forces_ev_per_a": [[-1.783, -0.182, 3.093], [0.185, 0.382, -1.001], [0.675, -0.382, -0.081], [0.446, -2.237, -2.846], [-1.421, -0.790, -0.678], [0.641, -1.505, -0.440], [-0.453, 0.835, 0.194], [1.013, 2.904, 2.061], [0.678, 1.367, -0.350], [0.019, -0.392, 0.047]], "nbo_charge": [-0.226, 0.224, -0.143, 0.167, 0.234, 0.225, 0.303, -0.709, 0.190, -0.264]}



[3]
{"formula": "C4H9NO", "method": "ωB97M-V/def2-TZVPD", "multiplicity": 1, "total_charge": 0, "homo_energy_ev": -8.8, "total_energy_ha": -287.71877, "orbital_gap_ev": 9.87, "smiles": "CC/N=C/OC", "e_lumo_ev": 1.05, "species": ["C", "H", "O", "H", "C", "H", "H", "C", "H", "H", "H", "N", "C", "H", "H"], "xyz": [[-0.582, -0.925, 0.369], [3.117, 1.046, -0.278], [-1.798, -1.244, -0.044], [-1.985, 0.646, -0.909], [1.118, 0.176, -0.205], [1.043, -0.917, -0.567], [2.109, 1.663, 1.044], [-2.592, -0.119, -0.415], [2.806, 0.050, 1.160], [0.952, 0.612, -1.194], [-0.024, -1.829, 0.645], [-0.136, 0.268, 0.521], [2.361, 0.763, 0.463], [-3.369, -0.497, -1.077], [-3.021, 0.309, 0.489]], "forces_ev_per_a": [[-0.775, 0.207, 1.025], [-0.109, -0.147, 0.127], [-0.324, -0.040, 0.523], [-0.088, -0.223, 0.106], [0.484, -0.836, -0.544], [2.172, 0.970, 0.372], [-0.150, -0.278, -0.278], [-0.402, 0.239, -0.032], [0.022, 0.044, -0.017], [-0.024, 0.570, 0.153], [0.020, 0.009, -0.639], [-0.690, -0.379, -0.741], [-0.024, -0.257, -0.020], [0.000, 0.004, 0.094], [-0.112, 0.118, -0.128]], "nbo_charge": [0.442, 0.210, -0.477, 0.207, -0.224, 0.162, 0.223, -0.270, 0.207, 0.189, 0.155, -0.575, -0.630, 0.191, 0.191]}



[4]
{"formula": "C14H24BrFN4O3", "method": "ωB97M-V/def2-TZVPD", "multiplicity": 1, "total_charge": 0, "homo_energy_ev": -9.4, "total_energy_ha": -3666.50448, "orbital_gap_ev": 9.51, "smiles": "CCCN[C@@]1(Br)NC(=O)C[C@@]1(CCCCCN)C(=O)NC(=O)F", "e_lumo_ev": 0.15, "species": ["N", "H", "H", "C", "C", "H", "O", "H", "H", "H", "H", "C", "C", "H", "H", "H", "H", "F", "Br", "N", "H", "O", "N", "N", "H", "C", "H", "C", "H", "C", "H", "H", "C", "C", "H", "C", "H", "C", "C", "O", "C", "H", "H", "H", "H", "H", "C"], "xyz": [[-2.713, -0.705, 1.247], [-2.365, -2.608, -1.134], [0.873, 2.458, 1.409], [-1.459, -0.847, 0.544], [0.787, 0.448, 0.619], [-3.515, -1.193, 0.863], [0.455, 0.477, 3.466], [1.047, 3.414, -3.633], [-1.089, -2.603, 1.296], [2.237, 4.082, -0.373], [1.311, -2.505, -1.401], [0.528, -2.720, -2.128], [0.554, -2.503, 3.316], [1.659, 1.914, -3.630], [-1.377, -1.934, 3.021], [3.416, 3.862, -2.482], [0.074, -1.790, -2.456], [0.263, -3.539, 4.108], [-1.730, -0.023, -1.279], [-0.922, -2.173, 0.399], [0.472, 1.950, -1.530], [1.579, -2.436, 2.721], [-0.480, -1.581, 3.335], [1.914, 2.891, -3.582], [1.120, 4.581, -1.663], [2.586, 3.177, -2.302], [-0.987, -4.269, -2.324], [-2.921, 0.691, 1.380], [-0.307, 3.150, -0.535], [-0.141, -0.292, 2.769], [1.022, -3.189, -2.981], [-1.402, 2.255, 1.150], [1.179, 1.926, 0.506], [-1.555, 1.293, 1.628], [2.269, 1.974, 0.482], [-0.496, -3.690, -1.539], [0.057, -4.423, -0.942], [-1.545, -3.085, -0.601], [0.654, 2.669, -0.730], [-3.988, 1.242, 1.326], [1.652, 3.731, -1.226], [1.576, -0.036, 1.195], [3.024, 2.244, -1.936], [-1.593, 1.525, 2.696], [0.809, -0.028, -0.360], [-1.982, -3.925, -0.054], [-0.550, 0.142, 1.343]], "forces_ev_per_a": [[-0.286, 0.057, -0.266], [0.114, 0.151, -0.095], [0.138, -0.005, 0.096], [0.413, 0.127, 0.308], [0.315, 0.237, 0.376], [0.019, 0.011, -0.054], [0.118, -0.211, -0.231], [0.033, 0.042, -0.136], [0.375, -0.141, 0.022], [0.001, 0.227, -0.044], [-0.112, 0.187, 0.056], [0.048, -0.297, -0.058], [0.331, 0.151, -0.010], [-0.039, -0.005, -0.069], [-0.112, -0.060, 0.463], [-0.037, 0.084, 0.031], [0.020, 0.062, -0.079], [-0.203, -0.206, -0.110], [0.055, -0.087, 0.007], [-0.755, 0.144, -0.285], [-0.032, 0.013, -0.085], [-0.122, 0.084, 0.342], [0.048, 0.187, -0.721], [0.021, -0.012, 0.312], [0.031, 0.121, 0.141], [-0.020, -0.205, 0.013], [-0.175, 0.135, -0.001], [-0.222, 0.093, -0.063], [-0.053, -0.123, 0.071], [0.030, -0.126, 0.192], [-0.034, 0.057, -0.034], [-0.014, -0.197, -0.426], [-0.160, 0.041, -0.184], [-0.336, 0.160, 0.457], [0.039, -0.063, 0.016], [0.295, -0.048, 0.289], [0.008, -0.059, -0.079], [0.232, -0.326, 0.106], [0.069, 0.181, -0.024], [0.358, -0.287, 0.185], [-0.118, -0.321, -0.184], [-0.018, -0.125, -0.068], [0.115, 0.025, -0.032], [0.249, 0.122, -0.019], [-0.154, -0.005, -0.024], [-0.158, 0.071, 0.004], [-0.316, 0.141, -0.102]], "nbo_charge": [-0.730, 0.200, 0.212, 0.382, -0.394, 0.407, -0.506, 0.348, 0.360, 0.205, 0.216, -0.619, 0.967, 0.354, 0.410, 0.186, 0.209, -0.318, -0.040, -0.677, 0.200, -0.540, -0.731, -0.831, 0.197, -0.215, 0.207, 0.710, 0.201, 0.744, 0.213, 0.265, -0.405, -0.533, 0.211, -0.400, 0.199, -0.226, -0.411, -0.540, -0.408, 0.237, 0.179, 0.262, 0.228, 0.192, -0.179]}



[5]
{"formula": "C3H3NO3", "method": "ωB97M-V/def2-TZVPD", "multiplicity": 1, "total_charge": 0, "homo_energy_ev": [-9.0, -9.0], "total_energy_ha": -396.33451, "orbital_gap_ev": [8.65, 8.65], "e_lumo_ev": [-0.32, -0.32], "species": ["O", "O", "H", "C", "N", "H", "C", "H", "C", "O"], "xyz": [[3.470, 0.446, 0.008], [-0.785, 1.496, -0.026], [-1.440, 2.215, -0.046], [2.399, 0.002, 0.001], [-1.501, 0.295, 0.010], [-1.124, -1.779, 0.059], [1.182, -0.614, -0.001], [1.329, -1.685, -0.054], [-0.803, -0.767, 0.030], [-2.725, 0.390, 0.018]], "forces_ev_per_a": [[-0.347, -0.131, -0.022], [0.603, -0.146, 0.007], [-0.377, -0.587, 0.021], [-3.493, -0.511, 0.078], [-0.080, 0.882, -0.031], [-0.345, -0.260, 0.011], [-1.495, -0.778, -0.014], [0.411, -0.083, -0.005], [5.941, 1.574, -0.050], [-0.819, 0.040, 0.005]], "nbo_charge": [-0.444, -0.535, 0.497, 0.698, 0.313, 0.231, -0.603, 0.240, 0.080, -0.477]}



[6]
{"formula": "C23H38Ge2HoN3O5", "method": "ωB97M-V/def2-TZVPD", "multiplicity": 5, "s2": 6.004, "total_charge": 0, "homo_energy_ev": [-6.8, -6.8], "total_energy_ha": -6541.66318, "orbital_gap_ev": [7.11, 7.10], "e_lumo_ev": [0.32, 0.32], "species": ["H", "H", "C", "H", "C", "C", "O", "C", "H", "H", "C", "H", "H", "H", "H", "O", "C", "N", "C", "H", "H", "C", "H", "H", "C", "H", "O", "H", "H", "H", "C", "H", "H", "H", "C", "H", "H", "H", "Ge", "H", "H", "H", "C", "Ho", "C", "H", "H", "C", "C", "C", "Ge", "H", "H", "H", "H", "O", "H", "C", "H", "C", "H", "C", "O", "C", "H", "C", "N", "H", "H", "C", "N", "C"], "xyz": [[-3.284, 2.170, -2.174], [-4.668, 3.030, 2.752], [1.612, 2.598, 1.965], [-2.016, -5.204, -1.155], [0.317, -1.124, 2.186], [-3.754, -0.333, -1.300], [-2.344, 0.719, 0.409], [3.811, 3.664, 3.265], [3.108, -4.697, -2.524], [-3.632, 4.346, 0.630], [-2.950, -3.747, -2.279], [-1.639, 1.566, -3.814], [1.628, -1.067, -2.361], [3.135, 2.510, 4.935], [-3.464, 1.793, 2.426], [-1.741, -1.716, -2.362], [-2.797, -0.382, -0.140], [-3.983, -1.707, -1.763], [2.171, -2.843, -3.239], [3.930, 1.293, -0.521], [3.372, -3.318, -1.400], [2.442, 3.528, 1.305], [-4.004, -4.090, -2.495], [-2.925, 3.457, 2.759], [3.969, 0.580, 0.293], [4.688, 4.012, 3.759], [-2.352, -1.418, 0.338], [2.144, -1.072, 3.435], [-3.095, -4.309, -0.239], [0.593, -1.464, -3.413], [-1.250, 1.738, -2.801], [-1.115, 0.744, -2.338], [-3.328, 0.230, -2.155], [4.897, 0.004, 0.228], [2.783, -0.392, 0.447], [1.690, -3.420, -3.991], [-2.393, 3.584, -2.367], [4.216, 4.685, 1.354], [0.823, -0.065, 0.428], [-4.700, 0.040, -0.933], [-0.341, -0.455, 2.662], [-0.236, 2.235, -2.846], [-3.687, 2.864, 2.234], [-0.461, -2.525, -0.852], [3.549, 4.073, 1.944], [1.213, 1.529, 3.788], [-0.446, 3.720, 1.349], [-3.730, 3.264, 0.806], [1.325, -1.743, 3.176], [0.535, 2.002, 1.118], [-2.153, 2.493, -0.039], [3.043, -2.403, -3.714], [-0.265, -1.973, 1.868], [-4.645, 2.946, 0.304], [-2.278, -4.031, -3.039], [1.368, -3.661, -0.110], [4.095, 1.136, 1.271], [1.863, 2.253, 3.280], [2.952, -0.934, 1.411], [1.435, -4.046, -1.320], [2.947, -1.182, -0.303], [-2.263, 2.594, -1.987], [0.461, -4.553, -1.922], [-0.457, 2.809, 0.768], [2.177, 3.790, 0.275], [2.684, -3.747, -2.108], [-2.413, -4.257, -0.976], [0.899, -2.078, 4.090], [1.794, -2.657, 2.745], [-2.965, -2.270, -2.227], [1.174, -1.918, -2.740], [2.930, 2.804, 3.944]], "forces_ev_per_a": [[0.659, 0.285, 0.128], [0.785, 0.098, -0.345], [0.132, 0.231, -1.398], [-0.433, 1.012, 0.432], [1.424, -0.473, -0.609], [0.132, -1.355, -1.022], [-0.829, -0.467, -0.470], [-0.726, 0.021, -0.451], [-0.315, 0.831, 0.291], [-0.272, -0.167, 0.371], [-2.299, -0.801, 0.374], [0.276, 0.162, 0.142], [-0.022, -0.720, 0.319], [0.249, -0.187, 1.069], [0.022, 0.586, -0.398], [-1.074, -0.394, -0.584], [1.647, 1.143, 0.864], [-1.439, 1.066, 0.454], [1.102, -0.258, -0.072], [-0.177, 0.118, -0.189], [0.512, 0.497, -0.153], [-0.371, -0.081, 0.308], [1.180, 0.045, 0.220], [-0.193, -0.249, 0.079], [0.041, 0.218, 2.007], [0.490, 0.263, 0.341], [-0.056, -1.155, -0.299], [0.049, 0.132, 0.011], [-0.399, 0.153, 0.024], [-0.626, -0.398, -1.080], [0.525, 0.490, 0.454], [0.018, 0.453, -0.168], [-0.300, 0.142, 0.875], [-0.019, 0.012, -0.316], [1.135, -0.657, 0.386], [-0.334, -0.821, -0.487], [0.391, 0.915, -0.105], [0.143, 0.235, 0.331], [-0.336, 0.710, 0.965], [-0.188, 0.535, -0.136], [-1.050, 0.736, 0.721], [-1.069, -0.530, -0.028], [-0.856, -0.187, 2.238], [-0.783, 0.894, 0.879], [-0.352, -1.007, 0.400], [0.253, 0.292, -0.258], [-0.021, 0.810, -0.153], [0.580, 0.387, -1.229], [1.062, -0.028, -1.451], [0.699, -2.060, -0.285], [0.123, -0.256, -1.111], [-0.043, 0.570, -0.106], [-0.793, -0.384, -0.234], [0.151, -0.127, -0.162], [0.712, -0.741, -0.918], [-0.183, 0.325, -0.183], [-0.231, -0.171, -1.164], [-0.806, -0.684, 0.131], [-0.068, 0.384, -0.686], [1.286, -1.580, 0.152], [-0.267, 0.028, 0.016], [-0.919, -1.663, -0.378], [-0.712, 0.467, 0.182], [-0.730, 0.391, 0.833], [0.282, -0.090, 0.353], [-0.638, -1.131, -0.297], [1.281, -0.560, -1.155], [-0.760, -0.122, 0.878], [-0.188, 0.639, 0.055], [1.970, 0.407, 0.526], [0.646, 2.040, 1.623], [0.918, 0.785, -1.354]], "lowdin_spin": [0.000, 0.000, 0.000, 0.000, 0.000, 0.000, 0.000, 0.000, 0.000, 0.000, 0.000, 0.000, 0.000, 0.000, 0.000, -0.005, 0.000, 0.000, 0.000, 0.000, 0.000, 0.000, 0.000, 0.000, 0.000, 0.000, -0.002, 0.000, 0.000, 0.000, 0.000, 0.000, 0.000, 0.000, -0.001, 0.000, 0.000, 0.000, -0.006, 0.000, 0.000, 0.000, 0.000, 4.032, 0.000, 0.000, 0.000, 0.000, 0.000, -0.002, 0.000, 0.000, 0.000, 0.000, 0.000, -0.005, 0.000, 0.000, 0.000, -0.001, 0.000, 0.000, 0.001, 0.000, 0.000, 0.000, -0.004, 0.000, 0.000, 0.000, -0.004, 0.000]}



Relative energy (zero: lowest compared OMol25 entry of this formula, charge and spin) in eV, matching the order above: 1.864; 5.880; 3.093; 0.171; 7.889; 0.130